DFT (ωB97M-V/def2-TZVPD) results for 22 unconnected molecules or ions with the total composition C60H172N8O36 in a non-equilibrium geometry.

```
! RIJCOSX wB97M-V def2-TZVPD def2/J DEFGRID3
* xyz 0 1
C -0.855 0.571 5.854
C 0.319 1.299 6.568
C 0.874 0.470 7.657
O -0.188 0.007 8.547
C 0.210 -1.006 9.411
N 1.475 1.573 5.714
H -0.525 -0.388 5.345
H -1.379 1.265 5.105
H -1.623 0.312 6.586
H -0.063 2.280 7.012
H 1.595 1.032 8.257
H 1.414 -0.415 7.305
H -0.660 -1.417 9.933
H 1.027 -0.652 10.079
H 0.640 -1.816 8.841
H 1.477 0.825 5.011
H 1.395 2.447 5.240
C 1.119 -2.765 3.243
C 2.039 -3.599 4.158
C 2.428 -2.684 5.299
O 3.380 -3.291 6.113
C 3.644 -2.675 7.331
N 1.328 -4.722 4.681
H 0.135 -2.486 3.646
H 0.883 -3.232 2.277
H 1.683 -1.848 2.959
H 2.981 -3.856 3.617
H 1.591 -2.294 5.890
H 2.920 -1.760 4.872
H 3.619 -3.324 8.152
H 2.968 -1.849 7.462
H 4.616 -2.143 7.365
H 1.904 -5.189 5.450
H 1.097 -5.573 4.108
C -0.671 -0.170 -7.672
C -1.575 -1.339 -7.300
C -1.071 -2.499 -8.111
O -0.889 -2.181 -9.456
C -0.234 -3.303 -10.162
N -1.557 -1.724 -5.905
H -0.715 0.605 -6.949
H -0.999 0.083 -8.735
H 0.363 -0.580 -7.672
H -2.543 -1.189 -7.660
H -1.879 -3.241 -7.943
H -0.106 -2.789 -7.645
H 0.051 -2.986 -11.191
H -0.960 -4.113 -10.218
H 0.569 -3.576 -9.423
H -1.969 -0.961 -5.356
H -2.218 -2.480 -5.695
C -1.606 5.046 4.876
C -0.220 5.555 4.510
C 0.386 6.245 5.695
O -0.493 7.176 6.267
C -0.621 8.313 5.489
N 0.721 4.488 4.057
H -1.525 4.383 5.721
H -2.205 4.562 4.067
H -2.178 5.937 5.255
H -0.380 6.272 3.733
H 1.372 6.767 5.398
H 0.643 5.398 6.391
H 0.260 8.561 4.941
H -0.877 9.186 6.157
H -1.456 8.095 4.735
H 0.262 4.011 3.273
H 1.537 4.902 3.711
C -4.549 5.704 2.403
C -3.689 4.920 1.418
C -4.277 4.659 0.046
O -5.045 3.517 0.112
C -5.621 3.158 -1.160
N -2.395 5.614 1.324
H -4.210 5.673 3.401
H -5.599 5.433 2.418
H -4.587 6.780 2.114
H -3.463 3.920 1.847
H -3.379 4.530 -0.653
H -4.822 5.521 -0.456
H -6.158 2.246 -1.037
H -4.803 3.089 -1.922
H -6.224 4.011 -1.527
H -1.774 5.056 0.793
H -2.478 6.550 0.911
C 3.495 2.166 2.780
C 4.513 1.039 2.632
C 5.782 1.590 3.130
O 6.849 0.612 2.991
C 8.052 0.905 3.479
N 4.177 -0.136 3.452
H 3.538 2.589 3.794
H 2.503 1.749 2.598
H 3.737 3.021 2.170
H 4.618 0.806 1.507
H 5.532 1.694 4.204
H 6.156 2.563 2.684
H 8.064 1.056 4.581
H 8.403 1.857 3.105
H 8.846 0.193 3.388
H 4.972 -0.705 3.596
H 3.961 0.211 4.368
C -2.079 -0.104 1.853
C -1.862 -0.461 0.398
C -0.429 -0.769 0.124
O 0.313 0.433 0.030
C 1.690 0.246 0.036
N -2.671 -1.740 0.079
H -1.726 -0.923 2.478
H -3.192 0.021 2.019
H -1.681 0.880 2.070
H -2.272 0.302 -0.332
H -0.325 -1.322 -0.779
H -0.078 -1.425 0.961
H 1.969 -0.379 0.923
H 2.094 1.226 0.180
H 2.120 -0.197 -0.863
H -1.998 -2.505 0.274
H -3.423 -1.771 0.809
C -2.252 -4.836 -2.244
C -2.271 -4.860 -3.774
C -2.844 -6.193 -4.325
O -2.116 -7.382 -3.912
C -2.542 -8.573 -4.542
N -3.074 -3.681 -4.264
H -2.079 -3.838 -1.830
H -1.421 -5.479 -1.867
H -3.226 -5.202 -1.890
H -1.281 -4.699 -4.144
H -2.849 -6.174 -5.371
H -3.968 -6.223 -4.047
H -3.566 -8.832 -4.141
H -1.814 -9.324 -4.372
H -2.646 -8.390 -5.624
H -2.804 -2.797 -3.793
H -3.954 -3.751 -3.789
C 2.153 0.624 -3.745
C 2.269 0.575 -5.311
O 2.867 -0.675 -5.692
O 1.286 1.685 -3.384
H 3.111 0.744 -3.282
H 1.800 -0.320 -3.469
H 2.903 1.344 -5.812
H 1.268 0.655 -5.729
H 2.161 -1.348 -5.708
H 0.422 1.331 -3.296
C 6.095 -0.228 -4.433
C 6.267 -1.703 -4.740
O 5.021 -2.348 -5.141
O 5.433 -0.239 -3.171
H 5.477 0.337 -5.156
H 7.086 0.257 -4.327
H 6.563 -2.178 -3.811
H 7.076 -1.828 -5.468
H 4.444 -1.673 -5.581
H 5.379 0.650 -2.906
C 5.848 -2.195 -0.684
C 7.138 -1.385 -0.855
O 7.192 -0.191 -0.112
O 5.698 -2.548 0.753
H 5.873 -3.081 -1.320
H 5.011 -1.484 -0.983
H 7.267 -1.071 -1.885
H 8.009 -2.054 -0.609
H 7.087 -0.348 0.808
H 4.817 -2.942 0.900
C -5.779 0.501 4.090
C -5.428 1.873 3.548
O -6.170 2.046 2.271
O -5.031 -0.474 3.511
H -6.897 0.382 3.962
H -5.487 0.501 5.134
H -4.342 2.057 3.408
H -5.755 2.619 4.309
H -5.598 2.628 1.733
H -5.141 -0.693 2.573
C 2.267 -3.779 -3.194
C 0.950 -3.081 -3.490
O 0.952 -2.529 -4.816
O 3.257 -2.835 -2.780
H 2.477 -4.312 -4.137
H 2.063 -4.469 -2.370
H 0.736 -2.262 -2.779
H 0.253 -3.864 -3.322
H -0.022 -2.389 -5.145
H 3.878 -2.709 -3.491
C -6.177 -1.687 -0.097
C -5.696 -2.422 -1.293
O -4.484 -2.028 -1.902
O -5.489 -2.098 1.099
H -7.236 -1.971 0.045
H -6.032 -0.615 -0.250
H -6.430 -2.259 -2.088
H -5.737 -3.470 -0.951
H -3.645 -2.060 -1.253
H -5.580 -2.998 1.384
C 1.266 7.060 -0.233
C 1.746 5.619 -0.506
O 1.505 4.860 0.668
O -0.062 6.996 0.226
H 1.273 7.661 -1.176
H 1.910 7.560 0.499
H 2.896 5.577 -0.654
H 1.193 5.265 -1.329
H 0.799 4.196 0.446
H -0.086 6.555 1.086
C -2.648 -4.972 1.192
C -3.790 -5.525 2.072
O -4.717 -4.591 2.522
O -1.824 -4.047 1.910
H -3.150 -4.385 0.399
H -2.039 -5.771 0.841
H -3.337 -6.061 2.885
H -4.358 -6.274 1.495
H -4.276 -4.006 3.150
H -1.832 -4.112 2.909
C 0.230 4.223 -5.939
C -0.138 5.561 -5.446
O 0.352 5.973 -4.130
O -0.440 3.085 -5.160
H 1.302 4.028 -5.918
H -0.147 4.225 -7.000
H -1.242 5.620 -5.521
H 0.310 6.302 -6.175
H -0.049 5.306 -3.539
H 0.206 2.671 -4.615
C -2.243 -3.291 5.572
C -3.242 -2.259 5.184
O -4.223 -2.800 4.280
O -1.333 -3.501 4.533
H -2.720 -4.243 5.889
H -1.782 -2.790 6.511
H -2.795 -1.357 4.722
H -3.809 -1.871 5.996
H -4.719 -2.007 3.905
H -0.571 -4.007 4.882
C -3.577 1.099 -5.689
C -4.362 0.240 -4.736
O -3.638 0.141 -3.454
O -3.627 2.465 -5.296
H -4.050 1.045 -6.689
H -2.552 0.790 -5.745
H -4.459 -0.747 -5.245
H -5.381 0.727 -4.623
H -4.064 -0.539 -2.873
H -2.698 2.734 -5.168
C 2.467 -5.221 0.439
C 1.075 -5.478 0.757
O 0.297 -4.689 -0.115
O 2.925 -3.838 0.646
H 2.712 -5.474 -0.612
H 3.108 -5.809 1.099
H 0.978 -5.227 1.829
H 0.935 -6.555 0.743
H -0.267 -4.076 0.412
H 2.969 -3.390 -0.200
C 4.303 3.481 -2.623
C 4.824 2.865 -1.370
O 5.792 1.921 -1.749
O 5.155 4.531 -3.093
H 3.376 4.006 -2.540
H 4.196 2.752 -3.442
H 3.989 2.257 -0.858
H 5.283 3.612 -0.708
H 6.182 1.519 -0.912
H 6.104 4.183 -3.225
C -0.672 3.356 -1.626
C -1.740 2.434 -2.192
O -1.184 1.105 -2.318
O -0.451 3.105 -0.249
H -1.083 4.366 -1.731
H 0.233 3.359 -2.195
H -2.055 2.839 -3.171
H -2.659 2.412 -1.569
H -1.895 0.694 -2.840
H -0.159 2.136 -0.157
*
```

Properties
calculated total energy: -5535.53216 a.u.
relative energy (zero: lowest compared OMol25 entry of this formula, charge and spin): 0.00 kcal/mol
HOMO-LUMO gap: 9.7 eV